Computed, not measured: an isolated molecule of C4H4OS, with the ωB97M-V functional and the def2-TZVPD basis.

The value obtained for the total energy is -17092.025 eV. The energy above the lowest of the compared OMol25 structures with the same formula, charge and spin is 301.01 kJ/mol. For the orbital gap, the calculation gives 8.769 eV.

Positions of all 10 atoms, in Å:
C: -0.9211 -0.8279 1.8721
C: -0.8438 -0.5802 0.6796
C: -1.0285 0.0315 -0.7271
S: -2.5086 0.2343 -1.3332
O: 0.0680 0.3976 -1.3215
C: 1.3202 0.4157 -0.6199
H: -0.6956 -0.9320 2.8623
H: 1.5419 1.4533 -0.6925
H: 2.0095 -0.2398 -1.0533
H: 1.0579 0.0475 0.3336